1.
The following is a quantum chemistry calculation of a 3-piece molecular cluster, C17H19N3O8 overall in a non-equilibrium geometry, from the Open Molecules 2025 dataset.

The total charge is 0. The orbital gap is 8.9 eV. The calculation puts the LUMO energy at -0.659 eV. As for the max |F|: 5.2 eV Å⁻¹.

Positions of all 47 atoms, in Å:
N 3.16907 -3.54694 0.97116
C 2.56720 -2.84379 -0.14843
C 2.07042 -1.49891 0.30405
O 0.94952 -1.62337 1.20132
C -0.20274 -1.25500 0.68576
O -0.38205 -0.20290 0.25529
O -1.22642 -2.12073 0.75957
C -1.09717 -3.35688 0.02742
C -0.79161 -4.46353 1.01199
O 0.25743 -4.95126 1.15102
H 2.98372 -4.53544 0.88620
H 2.69176 -3.28246 1.82247
H 1.75523 -3.41743 -0.57755
H 3.27924 -2.68965 -0.94662
H 1.85889 -0.87908 -0.55481
H 2.90110 -1.04446 0.81361
H -2.04742 -3.50979 -0.45293
H -0.35703 -3.26290 -0.75434
H -1.62745 -4.78693 1.65189
C -2.40107 2.62275 2.13816
C -1.08943 2.20877 2.32519
C -0.37847 2.64212 3.43299
C -0.99603 3.48298 4.34087
C -2.29951 3.90894 4.16513
C -3.00370 3.47437 3.05450
N -0.25143 3.92785 5.52990
O 0.89944 3.55275 5.64753
O -0.83304 4.64258 6.32478
H -2.95555 2.27869 1.27460
H -0.62342 1.54742 1.60878
H 0.64216 2.32179 3.58065
H -2.76730 4.56900 4.88025
H -4.02479 3.79779 2.90512
C -1.32770 0.08069 -5.17507
C -1.29176 -0.00256 -3.78920
C -0.14615 0.36027 -3.10104
C 0.95087 0.81426 -3.81749
C 0.93379 0.89389 -5.19717
C -0.21488 0.52270 -5.87742
N 2.15798 1.23991 -3.08487
O 2.11912 1.16248 -1.86905
O 3.10088 1.65437 -3.73032
H -2.22597 -0.19998 -5.70952
H -2.15827 -0.35056 -3.24324
H -0.12076 0.28914 -2.02244
H 1.79742 1.24526 -5.74216
H -0.24411 0.58381 -6.95650

---

2.
The following is a quantum chemistry calculation of one molecule with the formula C4H6O2 in a non-equilibrium geometry, from the Open Molecules 2025 dataset.

The energy above the lowest of the compared OMol25 structures with the same formula, charge and spin is 4.590 eV. The total charge is 0. The orbital gap is 8.6 eV. The calculation puts the LUMO energy at 0.170 eV. As for the max |F|: 2.0 eV Å⁻¹.

Positions of all 12 atoms, in Å:
C 0.39835 -1.92102 0.50975
C -0.30708 -0.00725 0.86416
O 0.88890 -0.56173 0.84934
C -0.30773 1.36480 0.26738
C -0.29562 1.35509 -1.25951
O -1.26919 1.57543 -1.93512
H -0.28678 -1.92932 -0.35767
H -0.13712 -2.34704 1.35953
H 1.31632 -2.41840 0.24261
H -1.25471 1.79959 0.58078
H 0.56538 1.92760 0.61025
H 0.68927 1.16224 -1.73149